Molecular formula: C42H91F2N17O14P4RbS2
Method: DFT, ωB97M-V/def2-TZVPD

The total charge is +1. The multiplicity is 1. For the relative energy (zero: lowest compared OMol25 entry of this formula, charge and spin), the calculation gives 0.0 kcal per mole. As for the highest occupied orbital energy: -0.3433 Ha. Its frontier orbital gap is 5.2 eV. The LUMO energy is -4.18 eV. As for the molar mass: 1369.789 g/mol.

Geometry as XYZ:
```
173
Properties=species:S:1:pos:R:3:forces:R:3:mulliken_charge:R:1
Rb -0.258596 4.853533 -0.779351 -0.0112 0.1640 0.4245 0.96
S -1.754852 1.211981 -0.194554 -4.6378 -0.2074 -1.5521 -0.02
S 0.559450 1.236145 0.647092 3.4983 -0.0483 0.3299 0.17
P 0.722951 -4.179670 -3.328900 -0.1256 0.4517 0.5909 0.22
P -2.581727 -3.093756 3.501594 0.6303 0.5631 0.2041 0.07
P -6.422885 -0.440276 -2.404414 -0.1371 -0.2199 -1.6373 0.52
P 4.355445 2.183558 -3.361599 0.7899 0.3393 0.0662 0.38
F 1.750791 2.287347 0.519211 -0.2174 0.3630 -0.4923 -0.26
F -2.589763 1.926989 -1.374181 0.4776 0.2841 -0.2548 -0.42
O 2.843457 0.292677 7.398148 -0.0921 0.0390 0.5093 -0.69
O 0.584903 -4.761318 -4.666388 0.6119 0.1517 -0.5270 -0.85
O 4.840414 1.974824 1.716460 -0.4115 0.4394 -1.0321 -0.62
O 3.078487 1.468087 -3.605515 -1.0251 -0.5655 0.0221 -1.29
O -2.407653 1.697868 0.956042 0.0990 0.5309 0.9920 -0.48
O -0.538660 2.572808 6.896614 0.7142 0.0639 0.7948 -0.62
O -2.270432 1.808127 5.898403 -0.3561 -0.1781 -0.1282 -0.65
O -6.720558 -1.112610 -1.133201 -0.2240 0.4076 0.3252 -0.96
O 5.669018 1.922959 3.664803 0.7293 0.6204 1.2773 -0.64
O -2.779151 -4.413184 4.105406 -0.3842 -0.4748 0.4412 -0.88
O -1.890501 -0.165387 -0.499506 1.1650 -0.1045 0.0145 0.23
O 0.204991 1.354552 2.008027 -1.3207 0.7072 0.0826 0.48
O 1.156866 0.001545 0.285420 -0.5076 0.0603 -1.0728 -0.13
O 2.133149 -0.381413 5.512042 -0.5761 0.1225 -0.7297 -0.46
N -0.401226 1.951904 -0.551350 1.6242 -1.2590 2.3499 -0.34
N 0.689623 -2.497725 -3.326709 -1.3065 0.3889 -0.5463 0.35
N 4.120121 3.765716 -2.864391 0.1381 0.0218 0.3123 0.26
N 0.309394 2.101114 -3.196817 1.4953 -0.0182 -0.9536 0.31
N -1.631057 -2.115002 4.458490 0.0771 -0.1623 -0.2394 0.37
N 2.449252 0.505960 6.271662 0.6583 -0.7900 0.7646 1.11
N -1.342700 2.574802 6.004960 -0.4468 -0.0776 -0.3281 1.24
N 2.090816 -4.630840 -2.499690 0.1684 -0.5800 0.9652 0.31
N -5.110817 -1.038929 -3.244535 0.8797 0.7115 0.0833 0.52
N -3.974630 -2.273873 3.188073 -1.0925 -0.2549 -0.7649 0.40
N -1.743889 -3.127977 2.063229 -0.1494 0.3374 -1.3065 0.73
N -7.627849 -0.618854 -3.552935 -0.0433 -0.6683 0.6747 0.25
N -6.090163 1.186760 -2.259513 -0.1847 -0.0074 0.6795 0.49
N 5.237976 2.286970 -4.741107 -0.2568 -0.1517 -0.0691 0.16
N 5.065215 1.418473 2.770112 -0.2247 -0.4897 -0.6200 1.13
N 5.270490 1.529172 -2.171819 -0.3172 0.5978 0.1910 0.51
N -0.489040 -4.569429 -2.281471 -0.2480 -0.3260 1.6851 0.44
C 5.190987 0.110855 -1.884597 -0.3303 -0.6188 -0.2391 -1.02
C -0.254546 5.644974 4.222717 -0.3177 0.0592 -0.4293 -0.71
C -1.402008 4.202759 2.658723 0.1132 0.5639 0.2179 -0.15
C -1.172886 3.580980 4.959001 0.4109 0.1629 -0.5921 -0.31
C -0.780359 5.404988 2.956242 0.0595 0.3903 -0.0488 -0.94
C 4.595080 0.052934 2.930307 -0.3075 -0.4763 0.8299 -0.40
C -7.569606 -0.063040 -4.894234 0.9138 0.6830 0.4791 -0.87
C 4.953497 -0.616653 4.097488 -0.2304 -0.1417 -0.8253 -0.69
C -0.840092 -2.610623 5.565941 0.5177 0.2308 0.1314 -0.99
C 3.141341 4.105928 6.238248 0.5682 0.7791 -1.0196 -0.74
C 2.909238 2.839515 6.722113 0.1849 0.8358 0.7910 -0.45
C -1.207807 -0.822620 3.970389 0.1551 0.7763 -0.2249 -0.59
C 2.517254 1.882880 5.825189 -0.1495 -0.1046 -0.6154 -0.68
C 3.033296 4.378087 4.876130 -0.8170 0.0386 0.8805 -0.99
C -8.971360 -0.756053 -3.005948 0.0335 0.3089 0.5972 -1.05
C 0.642953 -1.699537 -2.115027 0.5964 -1.4856 0.4676 1.08
C 2.293847 -4.264693 -1.087001 -0.5663 0.0919 -0.5678 -0.90
C -6.121780 1.776482 -0.929191 0.2277 0.0475 0.2798 -1.11
C 2.281721 2.148365 4.487665 -0.2140 -0.5033 -0.1651 1.55
C 3.759365 -0.516890 1.986180 0.2481 0.2032 -0.1990 0.47
C -3.837941 -0.786294 -2.589110 0.2904 -0.9678 0.7649 -0.48
C 4.502613 -1.918352 4.245678 0.6514 -0.1811 0.7037 -0.60
C -5.167544 -2.377318 -3.788608 -1.3407 -0.4381 -0.6725 -1.08
C -0.349396 -3.545748 2.115869 -0.0409 -0.2805 0.6704 -1.55
C -2.454699 -3.539325 0.833275 -0.1536 1.2345 0.6685 -0.15
C 6.288801 3.238550 -4.898857 1.0272 0.6607 -0.3853 -1.19
C -4.067395 -0.975652 2.518540 0.8398 -0.3005 0.3764 -0.28
C 3.700731 -2.537569 3.300717 -0.1226 0.4076 -0.1560 -0.72
C -1.847129 -4.160099 -2.618802 0.5751 1.0818 -1.0622 -1.40
C 3.324474 -1.814822 2.177372 -0.0784 -0.2437 -0.2543 -0.45
C -0.449200 4.720194 5.231613 0.5974 0.5480 0.1656 -0.38
C 3.760137 4.753993 -3.850249 -0.6192 -0.2707 -0.6673 -1.03
C 6.284806 2.290236 -1.432081 0.1357 -1.1214 0.0883 -0.84
C 1.405562 -1.862924 -4.394682 1.0272 -0.0225 -0.7442 -0.88
C 3.434360 3.910427 -1.586166 0.2254 -1.9044 0.4846 -0.21
C 5.123074 1.277196 -5.794689 -1.4262 0.2262 -0.0525 -0.98
C -0.480365 -5.954327 -1.789668 0.6075 -0.0604 -0.3168 -1.12
C -1.605949 3.295150 3.679469 -0.3698 -0.8116 -0.0631 -0.06
C -5.233964 -2.778283 3.774870 0.4576 0.1302 0.2280 -1.06
C 2.505834 3.419978 4.019654 0.6755 1.0892 -0.2611 -0.46
C 3.335573 -4.965620 -3.128771 1.1685 0.6669 -1.2478 -0.95
C -5.629969 2.043511 -3.327733 0.7251 -0.3643 -0.1408 -1.00
H 6.001471 1.218417 -6.426138 0.3168 0.0280 0.2772 0.39
H -5.361777 1.431163 -4.190114 -0.3153 0.0752 -0.0800 0.44
H 3.228430 5.405928 4.595462 0.0691 -0.1587 -0.4798 0.42
H 2.685537 -5.116898 -0.525824 0.0931 0.0324 -0.0768 0.50
H 6.074220 2.137719 -0.371812 0.1294 0.4922 0.0934 0.17
H 1.252349 -0.780797 -4.462181 -0.2501 -0.0151 0.3651 0.10
H 3.871766 -4.061793 -3.482244 -0.1419 -0.0137 0.1251 0.23
H 3.902046 3.204197 -0.881806 0.2422 0.5730 0.0637 -0.24
H -5.155789 1.654501 -0.417924 -0.0748 0.1441 0.0126 0.25
H -3.783581 0.090535 -1.963185 -0.4503 0.5803 -0.5046 -0.52
H 1.324469 -3.995249 -0.663809 0.1961 0.0818 0.1240 -0.02
H -0.187679 1.529575 -3.890131 -0.3021 0.0358 0.5947 0.51
H 4.327072 -0.134333 -1.261463 0.0699 -0.0086 0.0979 0.20
H 2.718030 -2.289334 1.414302 -0.1128 0.1147 0.0675 0.48
H -5.270814 -3.863515 3.695183 0.1412 0.0432 0.3686 0.34
H 3.269148 -5.583119 -4.024314 -0.4870 -0.1744 0.1909 0.31
H -2.077230 2.339395 3.485950 -0.0580 0.0766 -0.0072 0.57
H 0.217122 3.080704 -3.470203 0.0316 -0.2564 -0.2022 0.50
H 1.952746 1.339336 3.846724 -0.0426 0.0727 0.0310 0.01
H 3.496270 4.944507 6.824348 -0.0825 -0.3688 0.5326 0.42
H 6.095925 -0.248334 -1.398485 0.0543 0.2438 0.1274 0.41
H 4.870436 -2.432918 5.127426 -0.3704 -0.2010 -0.0699 0.37
H 2.988020 -3.415976 -1.011882 -0.0353 -0.1386 0.1651 0.41
H 0.397864 -0.664131 -2.330158 -0.0587 0.1020 -0.0273 -0.30
H -6.688548 -0.449199 -5.416021 -0.3459 -0.2957 -0.2114 0.29
H -9.022334 -1.440850 -2.159191 0.3462 -0.2725 -0.2609 0.29
H -9.603077 -1.126187 -3.806436 -0.3879 0.1778 0.1035 0.39
H -3.367214 -0.948698 1.678732 -0.1965 0.0463 -0.0724 -0.34
H 0.492053 -6.227839 -1.378213 -0.0194 0.1388 -0.0550 0.40
H 4.154380 5.735430 -3.600295 -0.2477 0.1648 0.1784 0.29
H 4.057568 -5.422149 -2.450622 -0.4176 -0.3032 0.2565 0.36
H -0.135399 -0.651225 4.125248 -0.0238 -0.2059 0.1856 0.21
H -2.045704 -4.525111 -3.632040 -0.7058 -0.1329 0.1924 0.43
H -2.595732 -4.420748 -1.878791 0.1403 -0.5855 0.0212 0.54
H 3.049925 2.685395 7.781181 -0.0866 -0.5340 -0.0910 0.54
H 3.479312 0.041096 1.105166 0.0283 -0.0035 0.0312 0.51
H 7.283883 2.787704 -4.956269 -0.0451 -0.2269 0.0798 0.36
H -3.656550 -1.559619 -1.827794 0.1623 -0.2563 -0.2673 -0.02
H 6.162332 3.795249 -5.832760 -0.0370 0.0937 -0.0175 0.45
H -3.774731 -0.154129 3.185082 -0.2874 0.0325 -0.0213 0.17
H 2.664525 4.741267 -3.976913 -0.0127 0.5589 0.1054 0.25
H -0.751455 6.213910 2.224844 0.2170 -0.1749 -0.0261 0.43
H 3.328519 -3.547587 3.411887 0.1861 -0.0123 0.1860 0.50
H -1.211492 -3.544981 5.972082 -0.2243 -0.0388 -0.1588 0.30
H -6.878653 1.315702 -0.297713 0.0130 -0.1223 -0.1122 0.28
H 1.352093 1.832295 -3.338207 -0.2853 0.1942 0.3218 0.19
H 4.125573 4.506473 -4.846148 0.2137 -0.1147 0.1777 0.39
H -1.743998 -3.569339 0.010805 0.1357 -0.5299 0.0763 -0.41
H -0.195260 -4.213419 2.972149 0.1988 0.0448 -0.0582 0.39
H -7.401895 1.023370 -4.889706 -0.4161 -0.0103 0.0086 0.18
H -0.064994 -2.134427 -1.409467 -0.2635 0.2614 -0.0933 -0.52
H 2.363952 3.749800 2.998903 -0.1759 -0.5678 -0.2027 0.45
H -0.813695 -1.859155 6.361781 -0.1435 -0.0825 0.0362 0.39
H 6.312701 3.332102 -1.722264 -0.1654 0.1087 0.1148 0.34
H 0.353571 -2.711150 2.194499 -0.0855 0.1384 0.0124 0.33
H 3.511398 4.915513 -1.181878 -0.2067 0.1032 -0.1074 0.66
H 0.029123 1.998830 -2.180618 -0.0916 -0.6219 -0.3589 0.10
H 1.608791 -1.785740 -1.604838 0.0600 0.7156 0.0383 -0.12
H 0.294977 6.559956 4.398508 -0.0572 -0.0166 0.1639 0.46
H -1.745849 0.006696 4.449636 0.0994 -0.1628 0.1297 0.39
H 5.588499 -0.145661 4.830295 0.0051 0.0132 0.0389 0.55
H 5.104401 -0.478247 -2.803085 -0.0750 0.0822 0.0226 0.25
H -6.116413 -2.449064 -4.331809 0.1272 -0.1645 0.0540 0.43
H 0.030189 4.911741 6.181754 -0.2884 -0.2871 0.1775 0.45
H 1.152514 -2.259132 -5.378244 -0.1088 -0.2661 0.1576 0.39
H -3.124828 -2.721247 0.537690 -0.2758 -0.3657 0.1283 0.09
H -3.020972 -4.455853 1.006573 0.0834 -0.1490 -0.4411 0.38
H 2.492782 -1.998120 -4.262478 0.0138 0.1927 -0.1445 0.24
H -9.309335 0.192210 -2.562180 -0.4126 0.0480 -0.5240 0.31
H -4.394909 -2.589496 -4.528510 0.3101 0.2946 0.2069 0.30
H -1.205783 -6.060376 -0.989328 -0.2463 -0.0678 -0.1003 0.30
H -6.352730 2.842305 -0.986810 0.0108 -0.0075 -0.1344 0.38
H -6.111710 -2.409553 3.244344 0.2304 0.2414 -0.2518 0.29
H -5.194645 -3.185295 -3.048188 0.2720 0.1991 0.2109 0.31
H 7.265173 1.844726 -1.628108 0.0459 0.1596 -0.0404 0.39
H -5.310475 -2.432966 4.813771 -0.1695 -0.3622 -0.0430 0.34
H -1.750045 4.005262 1.653711 -0.2461 -0.2517 0.1051 0.63
H 4.864578 0.305318 -5.376177 0.2764 -0.0763 -0.0496 0.23
H -4.672826 2.533986 -3.074782 -0.2869 0.0844 0.2658 0.12
H 2.405473 3.435843 -1.530585 0.2715 1.0185 -0.6238 -0.33
H -3.005856 -0.813530 -3.297478 -0.0338 0.1026 -0.0675 0.45
H -0.106001 -4.119411 1.225617 0.0234 -0.0274 -0.1089 0.43
H 0.207600 -2.746429 5.256527 -0.0446 -0.1070 0.0404 0.27
H -5.084620 -0.837063 2.169551 -0.0417 0.0934 -0.1579 0.48
H -8.507916 -0.251925 -5.402959 0.1021 -0.2487 -0.2360 0.39
H -1.878334 -3.070324 -2.661907 0.0023 0.0906 -0.1384 0.22
H -6.366414 2.804099 -3.601529 0.0605 -0.0130 -0.0204 0.33
H 6.330460 3.966126 -4.090982 -0.1458 -0.0615 0.0659 0.36
H -0.665626 -6.630106 -2.630957 -0.3049 -0.2328 0.2623 0.36
H -1.351264 -0.686664 2.895351 -0.1600 -0.3477 0.0145 -0.37
H 4.277680 1.554870 -6.436945 0.1616 -0.1538 -0.1644 0.29
```
Positions in Å, forces in eV/Å.